Molecular formula: H27O14
Method: DFT, ωB97M-V with the def2-TZVPD basis set

Output
**F_max**: 3.487 eV Å⁻¹
**E_LUMO (spin up / spin down)**: -1.1113 / -5.1256 eV
**Net charge**: 0
**Spin multiplicity**: 2
**E_HOMO (spin up / spin down)**: -0.3506 / -0.3506 Eh

Geometry as XYZ:
```
41
Properties=species:S:1:pos:R:3:mulliken_spin:R:1
H 1.731 -2.119 1.134 0.00
H -1.025 1.378 4.096 0.00
H 2.625 -2.687 -3.128 0.00
H -3.325 1.266 -0.269 0.00
O 1.244 -3.575 -1.721 0.00
H 2.249 -1.702 -2.487 0.00
H -1.231 -2.478 1.927 -0.02
O -0.321 3.411 -3.308 0.00
H -3.291 -2.164 1.612 -0.01
O 2.346 -2.736 0.599 0.00
H 1.615 -0.661 2.653 0.00
O 2.880 -1.733 -3.237 0.00
H -3.451 -0.869 2.341 -0.01
H 0.291 2.217 1.723 0.00
H 1.190 -0.536 -1.723 0.00
H 0.245 -0.676 1.794 -0.01
O 2.950 2.320 -2.213 0.00
O -1.044 -1.551 1.666 0.89
H 0.447 -4.033 -1.418 0.00
H -1.831 0.943 -0.045 0.00
H -2.512 -0.840 -1.325 0.00
O -0.648 2.415 1.794 0.00
H -1.224 3.579 -3.062 0.00
H 2.721 2.647 -1.335 0.00
H 1.616 -3.236 -0.813 0.00
O -3.365 -1.803 2.522 0.12
H -1.052 1.801 2.485 0.00
H -1.788 -1.497 0.068 0.00
H -0.976 0.024 3.384 0.00
H 2.690 -2.262 -0.147 0.00
H 0.358 3.764 -2.736 0.00
O -0.718 3.583 -1.061 0.00
H -0.107 3.394 -0.335 0.00
H 1.570 -0.166 -0.245 0.00
H -1.599 3.395 -0.606 0.00
O 1.226 -0.418 1.819 0.04
H 2.911 1.339 -1.980 0.00
O 1.907 -0.436 -1.116 0.00
O -0.371 0.706 3.833 0.00
O -2.475 -1.537 -0.687 0.00
O -2.455 1.533 -0.456 0.00
```

Molecular formula: H28O14
Method: DFT, ωB97M-V with the def2-TZVPD basis set

Output
**F_max**: 7.185 eV Å⁻¹
**E_LUMO**: -0.3746 eV
**Net charge**: 0
**E_HOMO**: -0.3194 Eh

Geometry as XYZ:
```
42
Properties=species:S:1:pos:R:3:nbo_charge:R:1
H 2.570 -0.910 -2.346 0.47
H -0.845 2.530 1.169 0.45
H 2.009 -1.971 2.765 0.47
H -0.756 -3.101 -2.369 0.47
O -2.610 -2.427 0.089 -0.93
H -3.182 1.066 1.663 0.47
H 1.210 3.482 -2.969 0.47
H -0.467 1.620 0.012 0.45
H -4.573 0.664 -1.495 0.47
O 2.677 -1.902 3.457 -0.93
H 0.400 -0.945 1.175 0.47
O -0.476 1.661 0.974 -0.90
H 0.676 2.115 -2.575 0.46
O 1.436 2.696 -2.459 -0.94
H -0.907 -0.211 0.925 0.46
H -1.022 -4.597 -2.401 0.46
O 2.910 0.345 -1.107 -0.97
O -5.457 1.046 -1.481 -0.94
H 2.727 -1.497 0.263 0.47
H -2.947 -3.229 0.506 0.48
H 3.524 0.006 -3.096 0.46
H -0.922 0.734 -2.070 0.46
H 2.568 0.737 -0.295 0.49
H 2.009 3.253 1.480 0.47
H -2.959 0.991 3.164 0.47
O -2.630 1.423 2.368 -0.93
O -0.596 -3.912 -1.874 -0.93
O -1.828 1.061 -2.041 -0.93
O -0.003 -0.071 1.229 -0.93
H -2.704 -1.752 0.771 0.46
O 2.024 -2.034 -0.119 -0.93
H 2.638 -0.978 3.729 0.47
O -0.584 -1.414 2.481 -0.95
O 2.109 4.202 1.613 -0.94
O 3.168 -0.890 -3.102 -0.94
H -0.728 -0.672 3.079 0.49
H 2.430 4.525 0.763 0.47
H 1.713 -1.515 -0.869 0.46
H -2.013 1.157 -1.100 0.47
H -0.035 -2.022 2.989 0.46
H -5.394 1.805 -2.072 0.47
H 3.866 0.431 -1.024 0.49
```

Molecular formula: H28O14
Method: DFT, ωB97M-V with the def2-TZVPD basis set

Output
**F_max**: 4.040 eV Å⁻¹
**E_LUMO**: -0.3964 eV
**Net charge**: 0
**E_HOMO**: -0.3402 Eh

Geometry as XYZ:
```
42
Properties=species:S:1:pos:R:3:nbo_charge:R:1
O -0.769 0.457 -2.144 -0.90
H -2.386 -2.303 1.285 0.47
H -0.068 2.030 2.257 0.49
H 2.815 -2.531 -2.123 0.47
H -4.612 2.795 0.040 0.46
O -3.425 -2.762 -2.718 -0.93
H 3.451 3.419 0.021 0.48
O -1.054 0.609 4.238 -0.93
H 0.252 3.616 -0.464 0.47
O 0.469 -0.270 -0.439 -0.91
H 1.913 -1.418 -4.078 0.47
O 1.129 3.675 -0.886 -0.94
H -1.961 -1.639 0.053 0.47
O 1.840 -3.968 0.416 -0.93
H -3.637 -0.334 0.880 0.46
O 4.115 3.570 0.706 -0.96
H 1.266 4.625 -0.930 0.47
H -1.042 -0.498 -2.060 0.44
H -3.172 -2.023 -2.106 0.47
H 3.392 -1.720 -4.309 0.46
O -0.859 1.652 1.838 -0.96
H 2.659 -3.968 0.900 0.47
H -1.083 -0.257 3.941 0.46
O -3.725 2.378 0.123 -0.92
H 1.998 -0.328 1.922 0.46
O 2.715 -1.493 -3.678 -0.92
H -2.760 -3.434 -2.634 0.47
H -2.291 0.341 0.750 0.47
H -1.426 0.950 -1.683 0.47
H 1.230 -4.416 1.120 0.47
H 2.461 0.708 0.980 0.48
H -3.116 3.132 0.048 0.46
H -1.566 0.553 5.031 0.48
H -0.346 -0.794 -0.241 0.44
H 0.399 0.401 0.182 0.46
H 2.727 -1.868 -0.738 0.45
O 2.415 0.525 1.929 -0.94
H 4.844 2.928 0.553 0.47
O 2.918 -1.713 -1.660 -0.93
O -3.112 0.274 0.331 -0.93
H -0.782 0.741 2.307 0.47
O -1.817 -1.643 1.043 -0.94
```

Molecular formula: H28O14
Method: DFT, ωB97M-V with the def2-TZVPD basis set

Output
**F_max**: 3.905 eV Å⁻¹
**E_LUMO**: -0.3398 eV
**Net charge**: 0
**E_HOMO**: -0.3563 Eh

Geometry as XYZ:
```
42
Properties=species:S:1:pos:R:3:nbo_charge:R:1
H 0.292 -1.455 -3.368 0.47
H -2.181 4.465 -1.352 0.45
O -1.019 -2.988 -1.079 -0.98
H 2.185 1.267 2.064 0.46
H -0.547 -1.932 1.364 0.50
H -0.589 0.083 -2.680 0.47
H -0.400 1.612 3.168 0.48
H 0.462 -3.839 -0.617 0.47
H 0.292 -0.300 0.241 0.47
O 1.472 -0.388 2.707 -0.97
O 1.663 1.243 -0.954 -0.97
H -1.741 0.403 -3.605 0.46
O -0.376 2.598 -0.159 -1.00
H 0.156 -2.871 2.417 0.46
O 2.372 1.982 1.511 -0.97
H 0.406 2.087 -0.443 0.48
H -2.921 0.885 0.733 0.44
H -3.214 2.212 0.374 0.47
H -0.871 0.579 -0.054 0.52
H 1.938 -1.043 1.107 0.49
O -1.376 0.626 -2.753 -0.96
O -2.117 3.673 -1.859 -0.97
O -2.994 1.382 -0.054 -0.90
O 0.534 -1.204 -2.478 -0.97
H 1.546 -2.972 -0.076 0.47
H 0.605 -0.800 2.875 0.51
O 2.084 -1.414 0.248 -0.98
O -0.635 -2.528 2.138 -0.96
H -1.437 -3.667 -1.614 0.50
O -0.671 -0.287 0.302 -1.01
O 1.438 -3.830 -0.531 -0.99
H 0.125 -1.899 -1.957 0.50
H 2.034 -0.800 3.356 0.49
H 1.865 0.318 -1.155 0.52
O -0.817 1.975 2.371 -0.93
H 2.250 1.662 -1.666 0.51
H 2.143 1.603 0.639 0.47
H 3.018 -1.255 0.082 0.49
H -0.392 2.464 0.790 0.50
H -1.495 -2.173 -1.013 0.52
H -1.505 3.137 -1.324 0.50
H -1.581 1.388 2.301 0.47
```

Molecular formula: H28O14
Method: DFT, ωB97M-V with the def2-TZVPD basis set

Output
**F_max**: 5.240 eV Å⁻¹
**E_LUMO**: -0.0538 eV
**Net charge**: 0
**E_HOMO**: -0.3434 Eh

Geometry as XYZ:
```
42
Properties=species:S:1:pos:R:3:nbo_charge:R:1
H 1.312 -2.377 -2.481 0.48
O -2.749 -2.568 0.479 -0.96
H 0.217 -0.971 3.792 0.46
H -3.273 0.381 0.820 0.48
H -0.370 -0.406 -0.235 0.49
H 2.031 -2.058 1.760 0.50
O -2.608 0.608 1.459 -1.00
O 1.071 3.264 1.273 -0.97
O -1.701 -0.620 -2.657 -0.97
H 0.497 1.571 -3.561 0.48
O 0.193 -1.535 3.026 -0.99
H -2.261 -1.404 -2.763 0.48
H 3.202 -1.912 0.711 0.46
H -1.715 0.471 1.027 0.49
O 0.807 -1.833 -1.932 -0.98
H 3.067 0.018 -1.049 0.49
O 2.551 1.062 0.549 -0.96
H 3.153 0.878 1.232 0.48
O 0.753 1.318 3.302 -0.95
H -2.937 -1.844 -0.073 0.48
O 3.321 -0.572 -1.758 -0.97
O 2.337 -2.328 0.877 -0.97
H 0.724 0.280 0.654 0.51
H 4.282 -0.686 -1.614 0.46
O -3.679 -0.411 -0.834 -0.97
H 1.008 0.350 -2.770 0.50
H 1.105 2.530 1.882 0.48
H 1.358 -1.959 -1.128 0.52
O 0.698 1.231 -2.683 -0.97
H -3.546 -3.040 0.682 0.46
H 2.775 1.926 0.196 0.51
H -0.160 1.627 3.443 0.49
H -0.884 1.868 -1.785 0.47
H -0.861 -0.902 -2.308 0.50
O -0.138 -0.166 0.641 -0.97
H -3.028 -0.201 -1.461 0.50
O -1.575 2.161 -1.308 -0.94
H 0.150 3.462 1.316 0.47
H -1.810 2.952 -1.758 0.46
H 0.086 -0.992 2.197 0.50
H -4.476 -0.552 -1.367 0.48
H 1.055 1.374 4.189 0.47
```

Molecular formula: H28O14
Method: DFT, ωB97M-V with the def2-TZVPD basis set

Output
**F_max**: 7.557 eV Å⁻¹
**E_LUMO**: -0.3335 eV
**Net charge**: 0
**E_HOMO**: -0.3544 Eh

Geometry as XYZ:
```
42
Properties=species:S:1:pos:R:3:nbo_charge:R:1
H 24.963 16.700 15.815 0.47
H 27.422 16.350 14.308 0.47
O 26.834 22.033 17.782 -0.95
H 26.064 18.543 16.120 0.49
H 25.910 15.838 16.560 0.47
H 24.612 21.297 15.692 0.50
H 27.034 19.695 13.591 0.49
H 23.846 22.409 14.627 0.50
O 25.092 17.374 18.586 -1.03
H 26.569 21.686 16.958 0.50
H 28.260 19.871 20.008 0.47
H 22.884 19.870 20.908 0.46
O 27.959 20.702 14.774 -0.98
O 26.815 19.292 12.796 -1.01
H 25.673 19.054 17.472 0.49
H 27.428 17.725 13.595 0.49
O 24.232 18.720 13.779 -0.97
H 22.734 17.044 15.833 0.49
H 23.607 17.213 17.116 0.52
H 24.383 21.271 18.846 0.46
O 26.210 19.271 16.699 -0.99
H 23.885 19.174 19.784 0.51
O 23.424 19.184 20.738 -0.99
H 24.836 16.892 19.264 0.47
H 28.154 20.355 15.721 0.51
H 23.265 20.686 18.244 0.48
H 28.205 18.489 18.565 0.51
H 27.802 20.715 18.719 0.51
H 28.644 17.287 19.412 0.48
H 25.764 18.981 12.700 0.51
H 28.718 20.706 14.168 0.49
O 23.516 17.469 16.193 -0.97
O 27.831 16.852 13.685 -0.98
O 28.573 20.185 19.062 -0.98
O 25.832 16.436 15.724 -0.97
O 27.911 17.595 18.676 -0.98
O 24.201 20.546 18.375 -0.92
O 24.469 22.191 15.390 -1.00
H 23.556 18.207 13.261 0.48
H 26.087 22.395 18.274 0.47
H 24.224 18.377 14.713 0.50
H 26.141 17.437 18.587 0.54
```

Taking the records one at a time from the top gives ΔE to the lowest compared entry with this formula, charge and spin values of 45.1 178.8 159.5 49.8 40.5 89.0 kcal per mole.